Computed, not measured: an isolated molecule of C5H6O2, with ωB97M-V/def2-TZVPD.

Output
energy above the lowest of the compared OMol25 structures with the same formula, charge and spin	2.5155	eV
gap between HOMO and LUMO	10.7	eV
F_max	0.562	eV Å⁻¹
2S+1	1
energy	-9374.5801	eV

XYZ file:
```
13
C5H6O2 (ωB97M-V/def2-TZVPD)
H 3.49221 -1.13324 0.02464
C -1.00912 -0.80421 0.28893
H -0.27042 -0.06871 -1.64110
C -0.04241 1.48942 -0.19036
O -0.23931 1.86917 0.93918
H -1.31568 -1.69132 -0.27148
H -0.49661 -1.14053 1.19782
H -1.92000 0.60282 1.21186
H 0.13416 2.20843 -1.01222
C 1.36543 -0.45196 -0.38742
C 2.49334 -0.80743 -0.16315
C -0.01304 0.01226 -0.57734
O -2.17854 -0.08469 0.58063
```

Computed, not measured: an isolated molecule of C5H6O2 in a non-equilibrium geometry, with ωB97M-V/def2-TZVPD.

Output
energy above the lowest of the compared OMol25 structures with the same formula, charge and spin	4.6500	eV
gap between HOMO and LUMO (spin up / spin down)	8.5 / 7.9	eV
F_max	1.651	eV Å⁻¹
2S+1	1
energy	-9372.4457	eV

XYZ file:
```
13
C5H6O2 (ωB97M-V/def2-TZVPD)
O -2.90381 -0.66973 0.08867
C 0.17647 0.36185 -0.07487
H 2.27591 -0.08995 1.05400
C -1.12209 1.10491 -0.17001
H -0.26187 -1.48602 1.16453
H -1.35579 1.80189 0.65164
H -1.34987 1.59885 -1.12212
H -0.14372 -1.72249 -0.59055
H 3.20017 -0.23625 -0.61897
C -1.76853 -0.28744 0.04885
O 1.33349 0.65129 -0.60651
C 2.32282 -0.03617 -0.02334
C -0.40318 -0.99075 0.19868
```

Computed, not measured: an isolated molecule of C5H6O2, with ωB97M-V/def2-TZVPD.

Output
energy above the lowest of the compared OMol25 structures with the same formula, charge and spin	2.6253	eV
gap between HOMO and LUMO	10.7	eV
F_max	0.720	eV Å⁻¹
2S+1	1
energy	-9374.4703	eV

XYZ file:
```
13
C5H6O2 (ωB97M-V/def2-TZVPD)
H -1.42900 -1.59258 -0.39145
H -0.53671 -1.24432 1.10748
H -0.30808 2.18193 -1.06426
O 0.05856 1.89539 0.89399
C 1.37650 -0.47243 -0.32812
C 0.01737 0.00033 -0.59918
C -0.07542 1.48191 -0.23372
H 3.48326 -1.11339 0.23101
C 2.49021 -0.81894 -0.03048
H -0.20666 -0.09236 -1.66904
H -1.80298 0.61058 1.30556
O -2.12846 -0.00095 0.62741
C -1.03234 -0.79244 0.23917
```

Computed, not measured: an isolated molecule of C5H6O2 in a non-equilibrium geometry, with ωB97M-V/def2-TZVPD.

Output
energy above the lowest of the compared OMol25 structures with the same formula, charge and spin	3.9351	eV
gap between HOMO and LUMO	9.5	eV
F_max	1.839	eV Å⁻¹
2S+1	1
energy	-9373.1606	eV

XYZ file:
```
13
C5H6O2 (ωB97M-V/def2-TZVPD)
C 1.14225 1.40418 -0.36178
C 1.05627 -0.99882 -0.51133
H 0.04069 0.26668 -1.93688
H 1.60389 -0.78602 0.44916
O -1.74379 -1.15036 1.11601
C -0.77113 0.75937 0.08677
H 0.41557 -1.86363 -0.33423
H -1.17800 0.45238 2.23458
C 0.29493 0.23715 -0.88155
O 0.18289 1.76178 0.50287
C -1.27182 -0.04857 1.24862
H 1.85044 -1.27971 -1.21134
H -1.62219 1.24557 -0.40090
```

Computed, not measured: a structure of composition C5H6O2, with ωB97M-V/def2-TZVPD.

Output
energy above the lowest of the compared OMol25 structures with the same formula, charge and spin	2.9329	eV
gap between HOMO and LUMO	10.5	eV
F_max	0.667	eV Å⁻¹
2S+1	1
energy	-9374.1627	eV

XYZ file:
```
13
C5H6O2 (ωB97M-V/def2-TZVPD)
C -1.35170 0.36236 0.62682
H -1.05597 -0.24978 -1.59654
H -0.83494 0.98888 1.35574
C 0.84586 -0.29545 -0.25360
H -2.42060 0.52876 0.51646
O 1.32073 1.78540 -1.20730
C -0.61971 -0.15528 -0.60485
C 1.66679 0.97496 -0.37883
O 0.55675 -0.99695 0.97229
C -0.83099 -1.02341 0.58939
H -1.30057 -1.98166 0.71523
H 2.64663 1.08296 0.13933
H 1.37773 -1.02080 -0.87413
```

Computed, not measured: an isolated molecule of C5H6O2 in a non-equilibrium geometry, with ωB97M-V/def2-TZVPD.

Output
energy above the lowest of the compared OMol25 structures with the same formula, charge and spin	2.4384	eV
gap between HOMO and LUMO	11.2	eV
F_max	2.232	eV Å⁻¹
2S+1	1
energy	-9374.6572	eV

XYZ file:
```
13
C5H6O2 (ωB97M-V/def2-TZVPD)
C -1.08929 -0.87286 2.22926
O -0.61469 -0.00430 -2.43032
H 1.35575 1.57470 -0.51680
C 0.05024 -0.93314 -2.04445
C -0.76982 -0.46572 1.14705
H -1.54769 -1.39626 3.03613
H 0.55143 2.04439 0.99735
H 1.66544 0.65286 0.98691
H -0.99604 0.80915 -0.48567
C 0.91481 1.19576 0.40886
C -0.21585 0.26909 0.05148
H 0.31865 -1.85396 -2.60407
O 0.39761 -0.91978 -0.78196
```

Computed, not measured: a structure of composition C5H6O2, with ωB97M-V/def2-TZVPD.

Output
energy above the lowest of the compared OMol25 structures with the same formula, charge and spin	2.8160	eV
gap between HOMO and LUMO	10.6	eV
F_max	0.784	eV Å⁻¹
2S+1	1
energy	-9374.2796	eV

XYZ file:
```
13
C5H6O2 (ωB97M-V/def2-TZVPD)
O -1.28957 0.63711 -2.60657
H -1.31295 -0.73056 1.07587
H 1.00581 0.90493 -1.47528
C 0.78381 0.17168 1.11661
O 0.34849 1.34181 0.45266
H -1.97990 0.85013 -0.71520
C 0.62932 -0.73053 -0.06778
H 1.30217 -1.45387 -0.51533
H 0.03914 -1.59178 1.93778
C -1.12849 0.70367 -1.41404
H 1.60828 0.21173 1.82222
C 0.23611 0.58742 -0.76746
C -0.24221 -0.90174 1.15652
```

Computed, not measured: an isolated molecule of C5H6O2, with ωB97M-V/def2-TZVPD.

Output
energy above the lowest of the compared OMol25 structures with the same formula, charge and spin	1.8374	eV
gap between HOMO and LUMO	11.3	eV
F_max	0.524	eV Å⁻¹
2S+1	1
energy	-9375.2582	eV

XYZ file:
```
13
C5H6O2 (ωB97M-V/def2-TZVPD)
O 2.42057 -0.03222 0.80652
H -2.25129 -0.78190 0.47887
H -1.75763 -0.62698 -1.22139
H -0.58734 3.46186 0.46110
H 0.13316 -0.59207 1.20297
C -1.44582 -0.97242 -0.23381
H 2.81437 -0.74204 -1.06935
C 2.10801 -0.43688 -0.28092
O 0.85264 -0.59700 -0.72372
C -0.48996 2.40329 0.36083
C -0.35043 1.21141 0.27735
H -1.25813 -2.04786 -0.27418
C -0.18814 -0.24719 0.21574
```

Computed, not measured: an isolated molecule of C5H6O2, with ωB97M-V/def2-TZVPD.

Output
energy above the lowest of the compared OMol25 structures with the same formula, charge and spin	1.8299	eV
gap between HOMO and LUMO	11.4	eV
F_max	0.561	eV Å⁻¹
2S+1	1
energy	-9375.2658	eV

XYZ file:
```
13
C5H6O2 (ωB97M-V/def2-TZVPD)
C 1.98584 -0.72110 -0.62326
H 2.61655 -0.72707 -1.52332
H 0.59091 0.17851 1.19276
O 2.23054 -1.32093 0.39219
O 0.91913 0.05412 -0.83934
C -0.94983 -1.02248 0.27810
H -1.48921 -1.07462 -0.67150
H -0.38076 -1.94313 0.42915
H -1.83734 3.39986 -0.10775
C -0.00087 0.16904 0.27195
H -1.67510 -0.91669 1.08948
C -0.70317 1.44515 0.11241
C -1.30669 2.47933 -0.00088
```

Computed, not measured: an isolated molecule of C5H6O2 in a non-equilibrium geometry, with ωB97M-V/def2-TZVPD.

Output
energy above the lowest of the compared OMol25 structures with the same formula, charge and spin	6.6395	eV
gap between HOMO and LUMO (spin up / spin down)	8.0 / 8.0	eV
F_max	1.270	eV Å⁻¹
2S+1	1
energy	-9370.4561	eV

XYZ file:
```
13
C5H6O2 (ωB97M-V/def2-TZVPD)
C -0.14590 -1.62064 0.20971
C -0.25306 0.69412 0.13030
C 0.58612 -2.23867 0.94614
H -1.01826 0.42803 0.85099
C -1.23369 -0.50667 -1.52545
H -1.10511 -0.76346 -2.57252
O -0.56845 0.55033 -1.14900
H 1.24930 1.51975 1.37829
H 1.48787 1.84199 -0.34584
H 0.26299 2.74486 0.57211
O -1.28923 -1.47504 -0.58838
H 1.29520 -2.68651 1.61256
C 0.73428 1.76214 0.44261
```

Among the records above, which one has the highest F_max?
number 6

Which value of energy does entry 4 give?
-9373.1606 eV